The following is a DFT calculation (ωB97M-V with the def2-TZVPD basis set) of an isolated ion of composition C5H9ClN3 and charge +1.

Energy   -22315.796 eV
Gap between HOMO and LUMO   10.1 eV
Largest force on an atom   7.05 eV Å⁻¹
Net charge   +1
Energy relative to the best compared isomer or geometry (same formula, charge and spin)   35.0 kcal per mole
SMILES string   C[C@]1(Cl)N=CCNC1=[NH2+]

CARTESIAN COORDINATES (ANGSTROEM)
Cl 2.258 -0.428 1.109
N -0.393 1.799 0.647
N -0.887 -0.346 1.117
N 0.606 -1.242 -0.949
C -0.122 -2.074 -0.463
C -0.129 0.555 0.545
C 1.702 0.787 -1.360
C 1.181 -0.081 -0.307
C -0.693 -1.780 0.956
H -1.127 2.031 1.194
H -1.614 -2.234 1.233
H 0.208 -2.036 1.562
H 2.267 1.769 -1.087
H 0.866 1.214 -1.996
H 0.263 2.504 0.056
H -0.395 -3.000 -0.886
H 2.456 0.276 -1.975
H -1.633 -0.067 1.749